1.
A cluster of 8 separate species, C32H64O16S8 in total in a non-equilibrium geometry, computed with ωB97M-V/def2-TZVPD.

Summary:
Maximum force   2.441 eV/Å
Energy above the lowest of the compared OMol25 structures with the same formula, charge and spin   172.4 kJ/mol
E   -153659.5690 eV
Frontier orbital gap   10.040 eV
SMILES   O=S1(=O)CCCC1.O=S1(=O)CCCC1.O=S1(=O)CCCC1.O=S1(=O)CCCC1.O=S1(=O)CCCC1.O=S1(=O)CCCC1.O=S1(=O)CCCC1.O=S1(=O)CCCC1

Last column: Löwdin charge in e.
Geometry (Å):
C -31.90370 5.60199 -13.77767  -0.2354
C -31.58034 6.33352 -15.08629  -0.2236
C -31.76375 7.83876 -14.85901  -0.1893
S -32.72969 7.94505 -13.33826  0.6754
O -33.90280 8.73875 -13.57730  -0.3340
O -31.86126 8.23620 -12.23157  -0.3035
C -33.21341 6.19209 -13.34069  -0.2000
H -31.17977 5.74442 -12.97341  0.1115
H -31.91553 4.54784 -14.06476  0.1026
H -32.28868 5.88445 -15.78899  0.0847
H -30.64002 5.98783 -15.51269  0.0885
H -32.49127 8.21560 -15.58755  0.0809
H -30.92903 8.51591 -15.02081  0.1128
H -34.01525 6.12398 -14.07395  0.0956
H -33.58640 5.99243 -12.33869  0.0996
C -32.11031 2.61322 -16.68939  -0.2035
C -33.57011 2.21916 -17.00872  -0.2216
C -33.59874 0.72704 -17.14214  -0.2426
S -32.22322 0.37339 -18.22301  0.6613
O -32.49605 0.69656 -19.59523  -0.3026
O -31.67371 -0.90777 -17.86594  -0.3340
C -31.21581 1.69312 -17.49327  -0.2163
H -31.85067 2.54901 -15.63089  0.0913
H -32.03823 3.67278 -16.93915  0.0955
H -33.85491 2.69359 -17.95502  0.1230
H -34.30963 2.67770 -16.34979  0.1162
H -34.49089 0.27644 -17.58238  0.1122
H -33.41915 0.20751 -16.19994  0.1079
H -30.60647 2.11284 -18.29608  0.0997
H -30.44993 1.21368 -16.88042  0.0960
C -30.02056 -0.11307 -12.40224  -0.2011
C -30.53945 1.28462 -12.84628  -0.2231
C -30.45866 2.20317 -11.65532  -0.2327
S -29.05730 1.67530 -10.65442  0.6647
O -29.51473 1.58440 -9.29029  -0.3271
O -27.88515 2.47758 -10.91001  -0.3237
C -28.81149 0.09692 -11.51132  -0.2187
H -29.85454 -0.74046 -13.27255  0.1175
H -30.83833 -0.51964 -11.80223  0.1183
H -31.56657 1.09653 -13.17007  0.1096
H -30.06320 1.70597 -13.73301  0.1127
H -31.27999 2.07034 -10.95520  0.0881
H -30.22313 3.24292 -11.87438  0.1006
H -28.61498 -0.69694 -10.79451  0.1061
H -27.90236 0.27695 -12.08483  0.1034
C -35.52852 13.25387 -13.62856  -0.2345
C -35.50252 14.14890 -14.87223  -0.1990
C -34.48435 13.53725 -15.87227  -0.2060
S -34.38063 11.77154 -15.44410  0.6597
O -33.14063 11.43231 -14.81434  -0.3140
O -34.84514 10.99076 -16.56597  -0.3375
C -35.59292 11.79729 -14.07189  -0.2003
H -36.35595 13.52151 -12.96778  0.1139
H -34.62055 13.37282 -13.02897  0.1202
H -35.26389 15.17479 -14.60701  0.1119
H -36.47652 14.04147 -15.35079  0.1110
H -33.49451 13.94454 -16.01912  0.0717
H -35.06783 13.50588 -16.79095  0.0941
H -35.09186 11.11745 -13.38779  0.0905
H -36.54349 11.50907 -14.51650  0.1002
C -32.29496 4.56294 -9.30533  -0.2304
C -30.94278 4.95318 -8.69323  -0.1927
C -31.17672 6.24484 -7.87881  -0.1994
S -32.90315 6.20950 -7.36138  0.6509
O -33.68631 7.22182 -8.02123  -0.3242
O -32.99065 6.11957 -5.93137  -0.3254
C -33.31461 4.63676 -8.16831  -0.2194
H -32.41590 3.55954 -9.71504  0.0953
H -32.60976 5.25651 -10.09318  0.1061
H -30.22012 5.18609 -9.47108  0.1147
H -30.67633 4.09645 -8.07704  0.1152
H -30.91361 7.15642 -8.39967  0.1089
H -30.68891 6.08573 -6.91750  0.0976
H -34.39174 4.71825 -8.27172  0.1039
H -33.05896 3.87028 -7.43119  0.1066
C -37.22028 8.64089 -16.27024  -0.2121
C -37.49567 8.32726 -17.74194  -0.2093
C -36.15171 7.92273 -18.28376  -0.2318
S -35.54414 6.70769 -17.12143  0.6751
O -34.12004 6.87326 -16.94963  -0.3362
O -36.10147 5.39466 -17.30539  -0.3169
C -36.36710 7.51139 -15.71476  -0.1967
H -38.13047 8.83377 -15.70460  0.1180
H -36.63222 9.55969 -16.19667  0.0779
H -37.98772 9.10378 -18.31889  0.1194
H -38.13381 7.43478 -17.76589  0.1186
H -35.40873 8.70903 -18.09274  0.0999
H -35.99586 7.61576 -19.31580  0.1139
H -35.59411 7.78082 -14.99938  0.0729
H -37.00058 6.71380 -15.31907  0.1059
C -28.96201 14.28342 -18.62534  -0.2128
C -28.47459 14.46935 -17.17235  -0.2182
C -29.64461 14.07801 -16.27721  -0.2224
S -30.47091 12.70333 -17.08917  0.6663
O -31.86613 13.02332 -17.23601  -0.3231
O -30.06390 11.48671 -16.44335  -0.3132
C -29.58714 12.89748 -18.63987  -0.2282
H -28.04394 14.31355 -19.20911  0.1150
H -29.63839 15.09222 -18.89776  0.1188
H -28.07606 15.45580 -16.95813  0.1161
H -27.68658 13.72221 -17.01822  0.1184
H -30.37259 14.89193 -16.38458  0.1044
H -29.49992 13.88749 -15.21970  0.1113
H -30.17164 12.62176 -19.51275  0.1078
H -28.74538 12.20673 -18.58493  0.1025
C -29.16913 7.84385 -20.22111  -0.1977
C -30.60049 7.97140 -19.68174  -0.2305
C -30.69454 7.46069 -18.25469  -0.2062
S -29.59181 6.02388 -18.24968  0.6692
O -30.44196 4.99877 -18.81360  -0.3205
O -28.87371 5.85261 -17.02370  -0.3164
C -28.49246 6.64765 -19.51719  -0.2208
H -28.61568 8.70141 -19.84202  0.1018
H -29.05181 7.83098 -21.29905  0.1126
H -31.23452 7.36831 -20.34839  0.1178
H -30.98390 8.98082 -19.84432  0.1135
H -31.67087 7.21770 -17.85148  0.0872
H -30.17813 8.24962 -17.69059  0.1121
H -27.94479 5.95063 -20.14422  0.1095
H -27.69881 7.08083 -18.89973  0.0947



2.
A cluster of 9 separate species, C32H64O19 in total in a non-equilibrium geometry, computed with ωB97M-V/def2-TZVPD.

Summary:
Maximum force   3.793 eV/Å
Energy above the lowest of the compared OMol25 structures with the same formula, charge and spin   71.4 kJ/mol
E   -73122.1611 eV
Frontier orbital gap   9.674 eV
SMILES   CCOC(=O)OC.CCOC(=O)OC.CCOC(=O)OC.CCOC(=O)OC.CCOC(=O)OC.CC(C)=O.CC(C)=O.CC(C)=O.CC(C)=O

Last column: Löwdin charge in e.
Geometry (Å):
C -6.42448 -20.93963 -14.72044  -0.0520
C -7.53208 -19.98467 -14.14165  -0.1227
O -8.45316 -19.61384 -15.24140  0.0187
C -8.30123 -18.48590 -15.93324  -0.6049
O -7.43871 -17.68506 -15.65791  0.0968
O -9.16539 -18.40089 -16.94965  0.0078
C -9.18435 -17.17102 -17.74856  -0.0128
H -5.87485 -21.50505 -13.96791  0.0801
H -5.70712 -20.39238 -15.33203  0.0432
H -6.72448 -21.72051 -15.41924  0.0671
H -7.05847 -19.21804 -13.52840  0.1245
H -8.24315 -20.62983 -13.62565  0.1179
H -9.95850 -17.13763 -18.51517  0.0989
H -8.25913 -17.08074 -18.31771  0.0522
H -9.22875 -16.29015 -17.10809  0.0980
C -4.79511 -24.90430 -17.45520  -0.0383
C -4.98674 -23.35295 -17.72074  -0.1890
O -4.18041 -22.86885 -18.80167  0.0066
C -4.19332 -21.59177 -19.26759  -0.5491
O -3.55940 -21.22857 -20.26562  0.1029
O -5.12202 -20.86673 -18.63195  -0.0335
C -5.30515 -19.47450 -19.01220  -0.0195
H -4.83613 -25.37066 -18.43953  0.0737
H -5.62995 -25.44233 -17.00613  0.0695
H -3.86567 -25.22075 -16.98182  0.0695
H -4.65722 -22.75939 -16.86799  0.1034
H -6.04710 -23.14355 -17.86184  0.1177
H -5.40901 -19.38654 -20.09367  0.0974
H -4.40578 -18.86823 -18.90422  0.0753
H -6.18053 -19.04493 -18.52509  0.0906
C -0.22491 -22.57219 -18.98044  -0.0449
C -1.02307 -23.89649 -18.91385  -0.1847
O -0.05023 -24.86239 -18.55844  0.0185
C -0.19765 -26.13123 -18.96920  -0.5784
O -1.18176 -26.59476 -19.54782  0.0920
O 0.72334 -26.82483 -18.35565  0.0085
C 0.87715 -28.24135 -18.43296  -0.0275
H -0.86838 -21.83736 -19.46424  0.0593
H 0.66878 -22.47635 -19.59706  0.0778
H -0.00305 -22.16551 -17.99378  0.0601
H -1.44868 -24.23932 -19.85693  0.1255
H -1.79214 -23.80722 -18.14661  0.1122
H 1.42866 -28.55279 -19.32006  0.0961
H -0.12223 -28.67097 -18.50194  0.0890
H 1.28864 -28.69379 -17.53069  0.0931
C 3.55185 -16.07965 -9.44881  -0.0756
C 2.99031 -14.97306 -10.34190  -0.1814
O 1.88198 -15.49333 -11.11626  0.0170
C 2.04417 -16.42883 -12.05052  -0.5147
O 3.06869 -17.10402 -12.24242  0.0842
O 0.86304 -16.51483 -12.77949  -0.0198
C 0.73952 -17.54668 -13.77653  -0.0440
H 4.17183 -15.75609 -8.61272  0.0767
H 4.15060 -16.74589 -10.06987  0.0658
H 2.70245 -16.65014 -9.07309  0.0848
H 3.74022 -14.49380 -10.97122  0.1273
H 2.55100 -14.28726 -9.61748  0.1176
H -0.02658 -17.18214 -14.46086  0.0561
H 0.44022 -18.54424 -13.45497  0.0767
H 1.65466 -17.65606 -14.35847  0.0823
C -0.63607 -19.49229 -11.15479  -0.0620
C -0.18952 -20.64580 -10.35194  -0.2488
O 1.01970 -21.18412 -10.83393  0.0297
C 1.12908 -22.53434 -11.06817  -0.6138
O 0.31350 -23.37017 -10.88861  0.1498
O 2.33307 -22.73102 -11.53110  -0.0041
C 2.82513 -24.12313 -11.59463  0.0006
H -1.09669 -19.73658 -12.11199  0.0789
H 0.17956 -18.80613 -11.38290  0.0629
H -1.35659 -18.91282 -10.57759  0.0897
H -0.97423 -21.39989 -10.29144  0.1229
H -0.01387 -20.35771 -9.31547  0.1250
H 3.90609 -24.16179 -11.72925  0.0900
H 2.36239 -24.67919 -12.40997  0.0935
H 2.56108 -24.66831 -10.68846  0.0913
C -1.49038 -16.54050 -18.65873  -0.0127
C -0.72504 -16.58449 -17.31994  -0.4692
O 0.12671 -17.36287 -17.05045  0.0850
C -1.05148 -15.41595 -16.35354  -0.0005
H -2.52085 -16.89223 -18.60851  0.0531
H -0.99921 -17.17416 -19.39720  0.0832
H -1.43164 -15.53662 -19.07930  0.0749
H -2.05586 -15.60874 -15.97652  0.0735
H -1.03084 -14.47795 -16.90835  0.0782
H -0.28756 -15.37470 -15.57713  0.0734
C -6.50622 -15.18477 -18.44130  -0.0280
C -5.56344 -14.05230 -18.82515  -0.4382
O -5.80206 -13.22195 -19.74493  0.0287
C -4.24222 -13.98085 -18.11862  -0.0298
H -5.94998 -16.12121 -18.48340  0.0698
H -7.32380 -15.32080 -19.14922  0.0801
H -6.78564 -15.09258 -17.39176  0.0927
H -4.31678 -14.33158 -17.08929  0.0778
H -3.85531 -12.96379 -18.05549  0.0919
H -3.57626 -14.63495 -18.68141  0.0678
C 2.16132 -19.83521 -16.51808  -0.0271
C 2.00712 -20.83318 -15.37206  -0.4557
O 0.95841 -21.46512 -15.13368  0.0318
C 3.21298 -20.94090 -14.49195  -0.0171
H 2.57906 -18.91574 -16.10797  0.0721
H 1.17626 -19.57198 -16.90341  0.0502
H 2.73748 -20.15343 -17.38692  0.0875
H 3.41445 -19.99226 -13.99435  0.0896
H 4.07046 -21.21089 -15.10832  0.0876
H 3.10706 -21.74566 -13.76446  0.0670
C -2.51278 -19.99775 -16.35777  0.0200
C -2.96884 -18.78233 -15.55648  -0.4860
O -2.38926 -18.52672 -14.53344  0.0753
C -4.12016 -17.96714 -16.03796  -0.0197
H -2.74345 -20.87091 -15.74744  0.0929
H -1.48793 -20.06434 -16.72294  0.0813
H -3.19852 -20.08981 -17.20002  0.0468
H -5.05312 -18.50481 -16.20701  0.0538
H -3.95478 -17.48472 -17.00131  0.0570
H -4.21745 -17.22449 -15.24605  0.0955



| no. | HOMO level (eV) | lowest unoccupied orbital energy (eV) |
| --- | --- | --- |
| 1 | -9.951 | 0.09 |
| 2 | -9.352 | 0.32 |